Record 1
Below is a structure of composition C33H28IMnN4O5 in a non-equilibrium geometry, with properties calculated with ωB97M-V/def2-TZVPD.

```
72
Properties=species:S:1:pos:R:3:forces:R:3
O -0.301280 2.040223 -0.453744 0.370 0.345 -0.070
H 2.837877 -3.200325 0.997558 0.001 -0.001 -0.011
H 0.976042 1.051557 3.993508 0.004 0.001 0.003
C -0.868296 3.084815 -4.053692 -0.009 0.004 -0.015
C -2.650645 1.482113 -3.984264 -0.029 0.060 -0.019
H -3.681668 1.210945 -4.173454 0.001 0.001 -0.003
C 2.204746 -3.998159 0.602028 0.006 0.006 0.018
H -0.970946 2.464317 4.029983 0.003 0.017 0.020
H 2.683962 -4.962595 0.758385 0.000 -0.003 0.000
H 5.250677 1.009120 3.635346 0.002 0.001 0.002
H -2.157321 -0.407915 -3.086298 0.001 -0.004 0.010
H 3.214451 1.281444 5.023203 0.006 0.002 0.008
C 1.129539 -3.431631 -4.999136 -0.001 0.016 -0.033
N 0.378808 -0.048238 -2.480860 0.185 -0.255 -0.069
N 2.268155 -4.797337 -1.694805 -0.001 0.137 0.200
C 1.372086 -2.598298 -1.288672 -0.320 0.320 0.099
H -5.332725 0.300005 4.925475 -0.007 -0.004 0.001
C -2.273837 -0.141649 1.130142 -0.039 -0.274 0.010
C 1.424630 -3.494622 -3.533152 0.021 0.021 0.084
H -3.954028 -1.442023 0.724665 0.027 -0.011 -0.029
O 1.089953 -1.691099 -0.374533 0.702 -0.756 -0.112
H -4.397787 1.905489 6.555298 -0.002 0.002 0.006
H 2.248712 -5.453948 -3.648266 0.001 0.005 0.003
C 1.107461 -2.403096 -2.670835 0.229 -0.215 0.064
C 3.128666 1.097348 3.959353 0.011 0.000 -0.006
N 0.509395 0.495536 1.394862 0.402 -0.020 0.207
H 1.526089 -2.505535 -5.433971 -0.008 -0.020 0.001
C -1.799836 0.568489 -3.389311 0.028 -0.070 0.050
C 2.892419 0.639305 1.245227 -0.017 0.008 -0.052
C -1.768398 0.754983 2.080528 0.034 0.479 -0.136
H 3.943079 -1.051289 -0.474856 0.002 0.004 -0.004
C -2.186301 2.746818 -4.319687 0.002 -0.035 0.018
C -2.441256 1.079398 3.277836 0.051 -0.041 0.091
H 0.207699 -1.192509 -4.205239 -0.073 -0.041 0.018
O -0.271840 -3.522550 -5.296509 0.006 0.017 0.009
H 1.274456 -3.952105 1.172414 -0.010 0.012 -0.011
C -3.689341 0.467299 3.551377 -0.091 -0.159 -0.163
O -1.664046 -0.457763 0.036014 -0.245 0.270 -0.074
C -2.618657 2.279633 5.377721 0.013 0.026 0.035
H -2.203217 2.978572 6.094185 0.007 0.003 -0.005
C -4.211880 -0.450750 2.592006 0.049 0.035 0.000
H -2.472028 3.432244 0.252241 -0.005 -0.014 -0.021
H -0.491615 4.065484 -4.311524 -0.004 0.000 0.001
C -4.378576 0.780908 4.739375 0.046 0.060 0.057
H 4.551758 0.550655 -0.999116 0.002 -0.002 -0.007
H -0.746685 -3.211137 -4.518631 -0.012 -0.022 -0.004
C 1.941153 -3.808914 -0.861664 0.044 -0.306 -0.065
H -2.843784 3.470921 -4.783313 -0.008 0.003 0.001
C -1.599801 3.482403 0.903375 -0.067 -0.022 0.034
C 1.721922 0.722314 2.023836 -0.099 0.035 0.020
C 1.869182 0.980455 3.385109 -0.029 0.014 0.016
C -1.926990 1.997549 4.230813 0.006 -0.013 -0.046
O 2.674105 0.542519 -0.109320 0.064 0.059 0.036
C 3.667007 -0.084552 -0.902598 -0.041 -0.014 0.021
C -3.861691 1.671411 5.644660 -0.010 -0.046 -0.066
H 5.033299 0.633040 1.202149 0.003 -0.001 -0.011
C -0.022684 2.161563 -3.457698 0.018 0.009 -0.017
C 4.147260 0.718481 1.816892 0.005 0.001 0.013
C 4.267664 0.945277 3.186836 0.017 0.000 0.007
C -3.545935 -0.745230 1.445765 0.063 0.079 0.118
H -1.020390 4.360627 0.614383 0.011 -0.011 0.019
H -5.169843 -0.918594 2.794405 -0.005 0.006 0.018
I 1.954000 2.711442 -3.085307 0.018 -0.019 0.008
N -0.515158 1.418695 1.729326 -0.002 -0.339 0.198
C 1.992594 -4.625964 -2.992179 -0.052 0.021 -0.192
Mn 0.321240 0.006937 -0.481463 -0.637 0.227 -0.032
H 1.606836 -4.270457 -5.508149 0.010 0.007 0.011
C 0.530018 -1.215405 -3.168497 -0.153 0.343 0.014
C -0.746347 2.275954 0.671791 -0.440 -0.061 -0.158
H -1.912939 3.563940 1.940163 -0.010 0.008 0.006
C -0.468598 0.885890 -3.114281 -0.058 0.119 -0.121
H 3.219452 -0.232409 -1.883204 0.012 -0.004 -0.001
```
Forces are in eV/Å.

The calculation puts the total energy at -3318.347215 Ha. The calculation puts the largest force on an atom at 1.0 eV/A. As for the relative energy (zero: lowest compared OMol25 entry of this formula, charge and spin): 0.00 kcal/mol. As for the expectation value of S²: 8.83. The frontier orbital gap (spin up / spin down) comes out at 5.19 / 7.06 eV. The charge is -1. As for the spin multiplicity: 6.

Löwdin atomic charge list, values in e, 5 entries: number 1, O, carries 0.00; number 2, H, carries 0.07; number 3, H, carries 0.10; number 4, C, carries -0.17; number 5, C, carries -0.08

=====

Record 2
Below is a cluster of 2 separate species, C33H29BF2O4 in total in a non-equilibrium geometry, with properties calculated with ωB97M-V/def2-TZVPD.

```
69
Properties=species:S:1:pos:R:3:forces:R:3
C -0.631538 -2.657853 -1.837932 -2.411 -1.105 1.457
C 0.236266 -0.980054 -3.288769 0.835 0.984 -1.843
H 3.749707 -1.570658 0.555042 -0.281 0.182 0.147
H 2.714464 0.357575 -1.426156 -0.293 -0.096 -0.045
C 0.198895 1.542718 0.325149 1.130 -1.209 -0.913
H 4.919303 -3.236754 -4.771138 -0.075 0.138 -0.032
H 0.478970 -1.014332 -7.603900 0.119 -0.198 0.152
H 2.299507 -4.445720 -0.733270 -0.255 0.032 -0.169
H 1.660554 -2.109620 -6.827576 -0.115 0.012 -0.134
C -0.125000 -2.793715 1.352681 -1.359 -0.047 -0.037
H 0.041051 3.053069 1.712559 -0.311 -0.069 0.015
H 2.202380 2.436395 0.235752 -0.250 -0.134 -0.114
H -3.566339 -4.245278 2.502135 0.105 0.083 0.026
C 3.538707 0.185704 3.476544 -0.323 -0.412 -0.415
C 1.505645 1.661901 -0.072636 -0.539 -0.138 0.009
C 1.500840 -1.101664 3.112927 -0.096 0.210 -0.498
H 0.508512 -1.398437 3.455945 0.395 0.103 -0.006
H -1.398153 2.893254 0.677642 0.107 -0.180 0.225
B 0.396325 -1.517336 -1.829697 2.590 -1.178 -0.597
C -1.983750 -2.707806 -2.066687 0.256 0.235 -0.218
C 1.183759 -2.318849 0.970823 0.271 -1.274 1.789
H -3.368743 -4.480357 -2.285200 0.213 0.011 0.123
H 4.939825 -1.532458 -4.297689 -0.048 -0.035 -0.140
C -0.993963 -6.205456 -1.499310 0.271 -1.320 -0.072
O 2.733385 -1.879131 -2.705743 0.288 -0.500 -0.549
H 4.071116 0.916884 4.075303 -0.014 -0.187 0.012
H 0.472744 -4.871836 1.102294 -0.504 0.368 0.118
C -1.246609 -4.811664 -1.794879 -1.030 2.149 -0.156
O -0.197747 -3.947127 -1.645664 -0.444 -0.442 0.054
C -0.622245 2.331397 1.220328 -0.576 0.810 0.678
F -3.471556 -1.639630 2.311758 1.137 -0.874 0.009
C -2.595181 -3.859120 2.212613 0.338 0.054 -0.216
H -0.148818 -6.577815 -2.098651 -0.254 -0.091 0.171
H -1.059891 -0.853896 1.666226 -0.147 -0.220 -0.139
C 1.970158 -2.445004 -1.693607 0.007 0.014 -1.852
H 1.712790 -2.931504 0.255668 -0.071 0.371 -0.013
H -1.104980 1.711769 1.990631 0.039 0.207 -0.180
C 3.646164 -3.865691 -2.376881 -0.125 0.137 -0.746
C 4.291631 -2.406096 -4.435909 1.160 0.421 -1.090
C 0.375811 -1.067036 -5.518375 -0.413 1.408 1.512
H -0.529716 1.072501 -3.161309 0.239 -0.431 -0.312
C 3.639519 -2.765351 -3.203203 -0.862 -0.606 2.437
C -2.399467 -2.483514 2.105460 -0.549 0.288 -0.267
C 2.545361 -3.706987 -1.485964 0.042 1.296 0.298
H 4.284108 -4.746536 -2.420064 -0.180 0.325 -0.228
H -1.633000 -5.807160 2.003888 -0.136 0.470 -0.161
O -0.347747 0.410745 -0.232600 0.656 0.468 -0.056
C -1.187297 -1.931839 1.726596 0.308 -0.201 0.098
H -2.610686 -1.832578 -2.246272 0.247 -0.399 -0.028
H -1.895669 -6.789249 -1.727961 0.329 0.039 0.036
C -0.085070 0.192505 -5.205894 0.015 -0.894 -0.064
C 1.988091 -1.539075 1.842845 0.492 1.117 0.444
C 1.762831 0.564018 -0.950838 0.165 0.171 0.427
C 0.633401 -0.198752 -1.025319 -0.505 0.471 2.049
C 3.328523 -1.183223 1.485371 -0.439 -0.107 -0.133
C -1.538450 -4.723804 1.881502 -0.047 0.378 0.241
H -0.043312 -2.577273 -6.953543 0.110 0.078 0.053
C 4.069155 -0.316837 2.273469 -0.133 -0.032 0.249
C -0.347285 -4.200897 1.402607 0.719 0.354 -0.320
H -0.745909 -6.369930 -0.437726 -0.057 0.034 -0.257
C 2.282159 -0.264648 3.883493 -0.189 0.341 0.520
C -0.189401 0.230075 -3.773140 0.118 -0.173 0.270
C -2.379433 -4.085120 -2.081569 0.640 -0.392 0.334
C 0.633053 -1.729696 -6.786767 0.213 -0.428 -0.906
F 1.779873 0.175797 5.086402 0.487 -0.387 -1.060
O 0.610339 -1.774262 -4.360362 -0.803 0.599 -0.510
H 5.068043 -0.016828 1.948908 -0.363 -0.077 0.160
H -0.346318 0.998019 -5.892065 0.116 -0.430 0.124
H 3.575787 -2.161030 -5.230772 0.041 -0.088 0.238
```
Forces are in eV/Å.

The calculation puts the total energy at -1800.247323 Ha. The calculation puts the largest force on an atom at 3.0 eV/A. As for the relative energy (zero: lowest compared OMol25 entry of this formula, charge and spin): 56.24 kcal/mol. The frontier orbital gap comes out at 3.64 eV.

Löwdin atomic charge list, values in e, 5 entries: number 1, C, carries -0.16; number 2, C, carries -0.16; number 3, H, carries 0.13; number 4, H, carries 0.12; number 5, C, carries -0.35

=====

Record 3
Below is a structure of composition C33H29ClN7O4S4Zr, with properties calculated with ωB97M-V/def2-TZVPD.

```
79
Properties=species:S:1:pos:R:3:forces:R:3
C -0.941476 1.417810 3.501502 0.012 0.025 0.028
C 5.312063 -4.348578 -1.352842 0.011 0.008 -0.025
C 3.151977 -3.699920 -0.590775 0.029 -0.010 0.006
H 0.886221 1.029695 -1.675597 -0.005 0.028 0.017
C -1.977468 1.198409 1.301528 -0.017 -0.014 -0.038
H 2.629644 0.065272 -2.987613 0.003 0.000 -0.003
C -2.855252 2.756206 2.904822 0.020 -0.019 -0.004
H -6.217513 -1.945254 0.004424 -0.004 -0.002 0.003
H -8.664069 -0.644238 -2.522377 -0.006 0.001 -0.003
N -2.495228 -5.983586 -0.046192 -0.017 -0.037 -0.035
N -1.947601 -2.802992 -1.514479 -0.017 -0.047 0.031
C -2.035644 -3.881280 0.624605 0.027 0.040 -0.021
C 0.955625 0.031198 3.991450 -0.008 -0.007 -0.051
N -2.151456 -3.936123 -0.725469 0.016 0.034 0.055
H -6.828386 0.639513 -3.347559 -0.004 0.001 -0.003
H 4.710407 -4.348867 0.723731 0.011 -0.004 -0.001
H -2.871438 -6.724028 -2.512156 0.001 -0.003 0.004
S 2.138192 -3.720356 1.970001 0.017 -0.008 0.072
N -2.253928 -5.137947 1.000367 0.007 0.027 -0.029
C -6.187087 0.246999 -2.568958 0.037 0.011 0.005
H 3.008230 0.114203 1.270358 0.008 -0.001 -0.002
H -8.057742 -2.275582 -2.243441 -0.004 -0.001 -0.001
H 3.343453 -3.492195 -3.998426 -0.009 0.003 -0.009
C 2.805146 -3.454136 -1.909819 0.067 0.005 -0.037
C -2.430559 -5.236425 -1.100237 -0.002 -0.030 -0.002
Cl 6.920909 -1.289729 -1.198805 0.020 -0.005 -0.001
C 1.213527 0.596909 -0.723681 0.091 -0.135 0.055
H -2.227885 -5.491428 1.942767 0.000 0.013 -0.003
C 3.411467 -0.106471 0.289492 -0.016 -0.029 -0.001
C -4.547274 -0.735988 -0.549057 -0.015 -0.026 0.010
H -3.658752 2.445882 0.913982 -0.012 0.008 0.010
O 0.640958 -1.762702 -2.328827 0.046 -0.096 -0.019
H 1.133699 1.366026 0.047345 -0.018 0.020 -0.046
C 3.655231 -3.667958 -2.978382 0.024 -0.009 0.042
C -1.908051 2.402197 3.822106 -0.010 0.006 -0.005
C 2.621083 0.108663 -0.842882 -0.025 0.116 0.031
H -3.398070 -5.100251 -2.988566 0.002 -0.009 -0.012
N -0.071533 -0.126803 1.834366 -0.002 -0.048 -0.054
H -1.479582 -3.088919 -2.374353 -0.010 0.010 0.019
H 6.316610 -4.690637 -1.146601 0.009 -0.003 -0.001
H -3.588465 3.511943 3.150305 -0.005 0.004 0.001
N 0.908081 -3.007244 -0.296135 0.098 0.137 -0.130
H 5.644347 -4.270436 -3.472368 0.014 -0.005 0.005
H 1.534298 -1.276535 2.370376 -0.010 0.004 0.009
O -1.579039 -0.159097 -2.073071 -0.005 0.046 0.066
C 4.523302 -0.537046 -2.205380 0.034 -0.021 0.033
H 5.318921 -0.708226 1.079471 0.008 -0.002 0.001
H -1.678148 -5.530671 -3.060265 0.003 0.002 -0.001
C 5.270893 -0.763673 -1.060482 -0.023 0.003 -0.028
S 1.108059 -3.106090 -1.900713 -0.149 0.023 0.020
H 4.974738 -0.679337 -3.178098 0.003 -0.003 -0.006
S -1.719467 -2.503488 1.543337 0.024 0.037 0.050
C -8.073291 -1.258874 -1.846556 -0.013 -0.009 -0.005
C -0.976595 0.823352 2.230960 -0.011 0.013 0.005
C -4.896507 0.736043 -2.441407 -0.053 -0.025 0.022
Zr -0.345171 -1.000538 -0.394147 -0.384 -0.027 -0.011
C 4.720748 -0.551061 0.192050 -0.001 0.017 -0.004
C 0.070335 0.990018 4.390826 -0.005 -0.011 -0.020
C 0.848233 -0.504465 2.695307 0.014 0.014 0.059
N -1.874995 0.485995 0.106549 0.184 -0.049 -0.001
O 0.389042 -4.168043 -2.557488 -0.017 0.050 0.023
C -6.676253 -0.729077 -1.704425 0.021 0.006 0.007
C -5.840549 -1.207264 -0.693532 -0.006 -0.017 0.012
C -2.902843 2.149706 1.629708 0.030 -0.006 0.001
H -2.843086 -2.370212 -1.739060 0.023 -0.004 -0.002
H -4.526165 1.507670 -3.102338 0.008 0.009 -0.006
C -2.604867 -5.671064 -2.503225 -0.014 0.004 -0.015
C 4.429915 -4.155414 -0.302727 -0.061 0.024 0.024
H 0.128227 1.424584 5.380846 -0.003 0.007 0.004
H -1.880920 2.865793 4.799143 -0.001 0.006 0.006
S -2.437827 0.821483 -1.323640 0.092 -0.073 -0.020
H 1.736959 -0.328439 4.645081 0.005 -0.003 -0.001
C 3.208251 -0.118419 -2.090466 0.004 0.024 0.034
H -8.577704 -1.292995 -0.881182 -0.002 -0.001 0.004
O -2.396757 2.175864 -1.760309 -0.007 -0.021 -0.013
C 2.032613 -3.463082 0.368786 -0.015 -0.053 -0.038
C 4.933087 -4.109210 -2.674060 -0.012 0.004 -0.013
C -4.084192 0.231021 -1.435345 -0.031 0.069 -0.059
H -3.915077 -1.094541 0.256082 0.005 0.016 0.004
```
Forces are in eV/Å.

The calculation puts the total energy at -4059.140782 Ha. The calculation puts the largest force on an atom at 0.4 eV/A. As for the relative energy (zero: lowest compared OMol25 entry of this formula, charge and spin): 0.00 kcal/mol. The frontier orbital gap comes out at 7.10 eV. The charge is +1.

Löwdin atomic charge list, values in e, 5 entries: number 1, C, carries -0.14; number 2, C, carries -0.05; number 3, C, carries -0.23; number 4, H, carries 0.07; number 5, C, carries -0.25